17
Properties=species:S:1:pos:R:3:forces:R:3 method="wB97M-V/def2-TZVPD" total_charge=0 spin_multiplicity=1 de_lowest_ev=6.917 homo_energy_ha="-0.285 / -0.285" fmax_ev_per_a=2.5 lumo_energy_ha="0.017 / 0.017" e_tot_ev=-11920.6243 gap_ha="0.3023 / 0.3023"
C -0.08163 -0.41511 -0.03684 -0.017 -2.390 0.550
C 1.07527 -0.42222 -1.00894 -0.056 0.089 0.125
C -1.50459 -0.49419 -0.53555 0.096 0.228 0.130
N -0.13413 1.79007 0.35172 -0.068 -0.304 0.792
C 0.14776 -0.02014 1.27287 0.293 2.217 0.170
O 0.15656 -2.15976 0.72646 -0.102 0.504 -0.791
O 1.16657 2.35109 0.53968 0.074 -0.158 0.122
O 0.42155 0.13038 2.37726 -0.301 -0.183 -0.852
H -0.62196 -2.42450 1.23807 0.016 0.109 -0.163
H 1.17682 2.58041 1.47821 -0.049 0.080 -0.200
H -0.28276 1.93296 -0.64657 0.072 -0.169 0.019
H 0.74706 0.02576 -1.94744 -0.025 -0.015 0.030
H 1.36872 -1.45611 -1.17740 -0.033 0.005 0.042
H 1.92214 0.15010 -0.63441 -0.049 -0.036 0.043
H -1.74629 0.37575 -1.14811 0.026 -0.025 -0.013
H -1.59086 -1.40062 -1.13187 0.074 0.050 -0.008
H -2.22023 -0.54388 0.28286 0.048 -0.002 0.003

***

17
Properties=species:S:1:pos:R:3:forces:R:3 method="wB97M-V/def2-TZVPD" total_charge=0 spin_multiplicity=1 smiles=C[C@@H](N)CCS de_lowest_ev=0.496 homo_energy_ha=-0.328 fmax_ev_per_a=2.8 lumo_energy_ha=0.033 e_tot_ev=-16651.2977 gap_ha=0.3609
C 1.47881 1.81875 0.95374 -0.070 -2.712 -0.659
C 0.30936 1.06287 0.29906 -0.352 0.530 0.050
C 0.83891 -0.09219 -0.56202 -0.478 0.883 -0.435
C -0.25259 -1.09791 -1.01026 1.424 1.346 0.248
S -0.92729 -2.00046 0.38762 0.244 -0.679 -0.070
N -0.50274 1.96754 -0.55930 -0.519 -0.240 0.474
H 2.17577 1.94866 0.11730 -0.003 1.332 0.353
H 1.99857 1.02514 1.50654 -0.008 0.420 0.526
H 1.14001 2.59492 1.62479 0.396 0.555 -0.315
H -0.35995 0.67924 1.07519 0.133 -0.106 0.004
H 1.10747 0.43511 -1.48669 0.486 -0.264 0.007
H 1.73962 -0.49373 -0.09448 -0.192 -0.504 -0.125
H -0.98287 -0.45262 -1.49807 -0.336 -0.408 0.046
H 0.20376 -1.73635 -1.75994 -0.278 -0.415 0.051
H -2.06465 -1.34917 0.39711 -0.730 0.259 0.175
H -1.37034 2.15894 -0.07043 -0.123 -0.060 -0.192
H -0.08268 2.88178 -0.63808 0.406 0.062 -0.139

***

54
Properties=species:S:1:pos:R:3:forces:R:3 method="wB97M-V/def2-TZVPD" total_charge=0 spin_multiplicity=1 smiles="COc1cc(/C=C/C(=O)OCC(=O)NC(=O)NC2CCCCC2)ccc1OC(F)F" de_lowest_ev=0.000 homo_energy_ha=-0.327 fmax_ev_per_a=1.6 lumo_energy_ha=-0.017 e_tot_ev=-41831.1759 gap_ha=0.3092
C 7.66892 -1.32625 2.63202 -0.019 -0.191 0.161
H 7.56111 -2.28248 2.11154 -0.013 0.032 0.016
O 7.73329 -0.25076 1.72439 -0.036 0.262 -0.227
C 6.68397 -0.03006 0.90450 0.094 0.340 -0.203
C 5.50642 -0.76458 0.88229 0.008 0.004 0.010
C 4.47314 -0.45921 -0.00993 0.538 0.490 -0.127
C 4.63102 0.60985 -0.89212 -0.046 -0.220 0.177
C 5.79678 1.35172 -0.88260 0.188 0.035 0.152
C 6.81076 1.04057 0.00273 0.189 -0.172 0.065
O 7.99009 1.80708 0.03705 -1.047 -0.136 0.499
C 8.92291 1.48917 -0.86182 1.375 0.104 -0.729
F 9.27278 0.18012 -0.83242 -0.083 -0.181 0.245
F 8.50884 1.69628 -2.14400 -0.234 0.174 -0.066
H 9.82195 2.09971 -0.68893 -0.379 -0.167 0.038
H 5.93264 2.17620 -1.56498 0.042 0.070 -0.024
H 3.84898 0.86444 -1.58732 -0.099 0.041 -0.093
C 3.27938 -1.27857 0.02480 -0.763 -0.266 -0.210
C 2.19445 -1.17031 -0.75469 0.437 0.085 0.177
C 1.07316 -2.09590 -0.58520 0.064 -0.401 0.426
O 0.99881 -2.98792 0.22155 -0.008 0.116 -0.116
O 0.09103 -1.81932 -1.48139 -0.025 0.280 -0.248
C -1.07118 -2.62615 -1.44303 -0.285 -0.630 0.159
C -2.32912 -1.84902 -1.06283 0.387 -0.013 -0.084
O -3.40519 -2.40783 -1.00384 -0.125 -0.330 -0.057
N -2.11993 -0.53676 -0.81753 0.321 0.461 0.050
C -3.05071 0.47490 -0.44009 0.162 -0.470 -0.121
O -2.64031 1.60038 -0.27953 0.167 0.473 0.060
N -4.30643 0.04826 -0.30181 -0.408 -0.266 0.025
H -4.50225 -0.93204 -0.47815 0.184 0.072 -0.019
C -5.40130 0.92136 0.06786 -0.083 -0.037 -0.006
C -6.06168 0.42478 1.35494 0.116 0.398 0.038
C -7.22224 1.33655 1.74224 -0.144 -0.313 -0.059
C -8.24735 1.40635 0.61470 0.091 0.325 0.062
C -7.58982 1.90072 -0.66992 -0.143 -0.314 -0.048
C -6.43036 0.98984 -1.06231 0.124 0.384 0.113
H -5.95013 1.36062 -1.96972 0.040 -0.081 -0.031
H -6.80494 -0.01673 -1.26367 -0.001 -0.092 -0.051
H -8.32349 1.93085 -1.47768 0.015 0.095 -0.023
H -7.21570 2.91542 -0.51841 -0.010 0.094 -0.033
H -9.06317 2.07504 0.89542 -0.076 -0.056 -0.001
H -8.67076 0.41351 0.44700 -0.077 -0.056 -0.001
H -7.69394 0.96422 2.65355 0.028 0.075 0.057
H -6.84042 2.33887 1.94747 0.007 0.069 0.071
H -5.32154 0.39538 2.15665 0.041 -0.083 -0.021
H -6.42990 -0.59169 1.19615 0.005 -0.107 0.007
H -4.96593 1.91263 0.23196 -0.093 -0.099 -0.006
H -1.17386 -0.18850 -0.92723 -0.258 -0.031 0.036
H -1.22365 -3.06459 -2.43424 -0.006 0.114 0.145
H -0.93284 -3.43705 -0.71598 -0.141 0.201 -0.192
H 2.08144 -0.43137 -1.53110 0.079 0.126 -0.073
H 3.26708 -2.07014 0.76519 -0.045 -0.071 0.037
H 5.37389 -1.59555 1.55697 0.013 -0.080 0.089
H 6.84842 -1.19955 3.34492 0.022 -0.017 -0.032
H 8.61687 -1.31248 3.16657 -0.089 -0.041 -0.011